Entry from the OMol25 dataset: a cluster of 15 separate species, C60H90O45 in total at a distorted geometry (the ωB97M-V functional and the def2-TZVPD basis).

Each line ends with the Mulliken charge.
CARTESIAN COORDINATES (ANGSTROEM)
O 18.919 22.172 16.976  -0.521
H 19.933 19.463 12.286  0.534
C 18.339 24.728 18.585  -1.687
H 13.565 21.717 19.896  1.060
H 8.789 21.490 16.514  0.285
C 13.074 25.048 16.885  0.635
O 16.276 24.166 21.054  -0.414
H 7.721 20.148 17.030  0.412
H 18.186 24.688 21.373  0.286
C 14.920 11.115 15.807  0.132
C 17.150 23.694 11.476  -0.536
C 14.616 19.791 15.678  1.799
O 11.422 18.749 13.685  -0.572
H 14.736 26.321 16.386  0.349
C 13.003 18.748 10.899  0.228
H 10.828 25.194 17.390  0.249
C 15.105 18.380 13.964  -1.214
H 13.391 19.404 20.658  0.318
C 11.928 17.668 14.008  -0.426
C 19.420 21.581 16.005  -0.330
C 19.819 20.686 21.572  0.580
O 14.680 16.730 18.053  0.094
C 17.655 23.828 20.938  -0.319
H 19.293 16.205 15.715  -0.160
C 17.786 23.604 19.451  2.309
H 12.622 23.024 11.032  0.049
H 8.902 23.619 10.437  0.375
H 10.795 18.930 16.256  -1.050
C 12.377 19.222 18.746  0.161
H 16.002 22.685 12.996  -1.430
O 12.616 21.697 16.559  -0.100
H 19.893 20.997 18.544  -0.070
H 13.881 15.981 15.757  -0.737
O 18.783 20.715 15.246  0.941
H 13.705 18.861 8.860  0.459
H 16.617 16.454 19.892  -0.166
C 14.963 17.308 9.827  -1.194
O 10.615 24.905 12.206  -0.429
H 9.700 20.301 14.722  -0.107
C 20.238 20.305 19.318  -0.069
H 14.013 12.647 17.121  -0.065
O 11.363 23.482 16.270  -0.448
C 11.576 24.927 16.534  -0.604
H 16.780 24.448 10.840  0.383
H 17.715 16.007 21.227  0.431
C 18.557 15.189 11.001  0.674
C 11.835 25.231 12.802  0.214
C 14.332 20.619 10.907  0.523
C 16.703 15.930 20.842  -0.881
C 15.936 10.730 16.849  -1.103
C 15.587 23.754 19.973  0.308
O 14.783 14.654 24.494  -0.553
C 19.758 16.326 12.712  0.528
O 12.298 17.432 15.272  0.786
H 15.274 21.670 16.108  -0.095
O 19.813 21.198 22.659  -0.560
C 15.679 20.711 16.185  0.515
O 12.630 24.177 12.784  0.248
O 14.997 19.743 10.214  -0.459
C 12.055 23.114 11.954  0.410
H 16.234 16.321 15.323  -0.254
H 19.426 17.060 17.237  0.241
C 12.529 22.873 16.511  -0.065
H 19.830 13.444 11.499  0.368
O 12.823 17.942 18.133  -0.299
C 14.045 20.311 14.257  -0.102
H 16.396 25.660 13.533  0.328
C 8.487 17.650 14.593  0.662
H 13.186 18.156 11.746  -0.612
O 15.403 17.367 13.382  0.049
O 8.033 16.731 13.996  -0.587
H 11.008 15.213 15.972  0.722
O 13.864 15.224 22.468  -0.410
H 14.332 15.530 20.427  -0.124
O 17.337 15.138 18.092  -0.564
H 14.841 24.994 12.748  0.366
H 21.085 21.571 13.614  0.340
H 19.429 24.766 18.725  0.430
C 13.706 26.169 16.109  -1.573
H 16.480 14.868 20.758  0.323
C 15.678 24.832 13.399  -1.278
H 16.574 11.627 17.077  0.078
H 13.207 25.151 17.943  0.336
C 11.979 15.315 16.423  -1.629
H 17.996 25.724 18.816  0.471
O 15.632 13.630 18.535  -0.655
H 17.071 22.726 10.983  0.316
H 11.249 25.540 15.615  0.233
H 10.495 23.881 9.652  0.368
H 12.365 14.348 16.689  0.040
O 20.661 21.786 15.631  -0.305
O 14.367 23.785 19.935  -0.626
C 8.993 19.773 15.349  1.171
C 9.939 23.309 10.437  -1.550
H 12.159 19.913 17.896  -0.434
C 8.132 20.685 16.188  -1.457
C 16.709 15.555 15.875  0.017
H 18.276 22.662 19.298  -1.294
H 15.415 17.212 10.837  -0.010
O 17.734 23.470 13.637  -0.073
O 13.140 20.121 11.245  -0.038
O 14.718 21.720 11.128  -0.471
H 18.135 24.519 17.544  0.213
H 19.873 18.995 14.751  0.422
O 19.033 19.666 21.178  -0.447
C 10.628 23.530 11.805  0.793
O 15.139 13.665 13.502  -0.530
O 16.403 23.356 19.026  0.219
C 16.535 23.646 12.894  2.521
H 17.987 15.685 10.188  0.281
C 17.514 16.086 17.035  2.141
C 18.903 23.768 12.944  0.475
O 14.770 19.474 13.326  -0.112
H 19.452 15.364 17.365  0.417
H 17.748 22.871 21.563  0.199
H 18.590 20.548 12.655  0.294
H 19.649 18.255 19.756  0.374
C 14.799 15.239 23.442  0.447
H 15.300 24.533 14.387  -0.005
H 12.821 11.682 16.388  0.543
C 19.080 13.791 10.793  -1.471
O 15.928 15.976 23.091  -0.451
C 12.800 16.050 15.405  1.805
O 15.818 14.707 16.483  0.683
C 16.186 14.432 17.829  -0.077
C 9.751 18.771 16.194  0.532
O 12.014 16.601 13.181  -0.363
H 13.248 27.123 16.294  0.436
H 13.669 25.984 15.062  0.244
H 13.580 16.977 21.289  -0.057
H 17.997 19.118 17.894  -0.315
O 13.582 23.727 16.544  0.207
C 19.142 19.687 13.008  -1.272
O 9.410 17.486 15.582  -0.359
H 14.411 16.450 9.480  0.486
H 11.898 14.770 13.901  0.504
C 19.757 20.007 14.369  0.711
C 13.781 12.086 16.203  -0.395
H 17.249 18.475 19.399  -0.793
H 14.311 21.306 13.964  0.649
H 15.702 17.561 9.042  0.415
H 17.357 20.219 19.190  -0.428
H 10.067 22.288 10.208  0.379
O 20.026 23.748 13.401  -0.598
H 12.035 18.643 10.486  0.578
C 14.814 12.913 14.391  0.615
O 20.474 17.140 13.098  -0.475
H 12.054 22.178 12.462  -0.353
C 17.898 19.297 19.031  1.339
O 15.636 11.949 14.844  -0.395
H 16.549 9.965 16.365  0.426
O 19.665 16.072 11.326  -0.453
H 13.551 15.134 13.501  -0.015
H 16.210 20.570 17.193  -1.097
C 17.823 15.170 12.350  0.663
H 9.326 18.610 17.205  0.524
C 15.738 16.529 21.809  0.781
H 17.388 14.245 12.757  0.092
H 15.212 21.040 19.757  -0.213
O 15.155 18.465 15.292  1.630
H 14.162 21.379 18.303  -0.392
H 21.117 19.790 18.978  0.339
C 14.073 17.674 18.444  -0.331
H 16.530 20.684 15.452  -0.512
H 17.147 17.062 17.339  -0.903
O 11.994 26.346 13.247  -0.574
O 13.692 12.897 15.053  -0.239
H 13.008 20.078 14.063  -0.103
H 18.310 13.043 10.888  0.385
O 18.546 24.002 11.688  -0.433
H 13.828 19.636 16.415  -0.880
H 15.748 17.658 21.847  0.116
H 21.717 20.212 14.720  0.398
O 18.901 15.558 13.327  -0.210
O 20.471 21.133 20.484  -0.413
C 14.079 18.613 9.867  0.125
C 14.176 21.003 19.343  -0.898
H 17.487 15.068 15.320  0.413
H 18.478 18.870 13.020  -0.286
H 11.934 16.027 17.267  -0.073
H 11.510 18.999 19.340  0.812
C 19.014 16.205 16.768  -1.327
H 15.375 10.409 17.759  0.313
O 14.668 18.626 19.225  0.275
O 8.174 18.934 14.499  -0.418
H 19.697 13.715 9.847  0.358
H 17.071 15.954 12.497  -0.827
H 7.385 21.223 15.563  0.354
C 13.615 19.588 19.588  0.018
C 20.951 20.927 14.516  -0.919
C 19.217 19.264 19.837  0.289
H 10.038 23.004 12.557  0.082
C 14.247 16.138 21.360  0.429
H 14.530 10.288 15.272  0.497
C 12.652 15.502 13.965  -0.252

Output
orbital gap = 10.949 eV
max |F| = 5.49 eV/Å
charge = 0
LUMO energy = 0.246 eV